{
  "formula": "C5H23N2O7",
  "method": "ωB97M-V/def2-TZVPD",
  "homo_lumo_gap_ha": 0.3225,
  "e_homo_ev": -11.394,
  "e_tot_ha": -840.247942,
  "mol_weight_g_mol": 223.25,
  "e_above_lowest_kcal_mol": 53.7,
  "total_charge": 1,
  "elements": ["O", "C", "C", "C", "C", "C", "N", "N", "H", "H", "H", "H", "H", "H", "H", "H", "H", "H", "H", "H", "H", "O", "H", "H", "O", "H", "H", "O", "H", "H", "O", "H", "H", "O", "H", "H", "O"],
  "coordinates": [[2.6712, -0.6354, -0.9105], [2.3542, -1.0130, -2.0250], [1.0619, -0.7995, -2.6596], [0.6666, 0.7217, -2.9495], [-0.0881, 1.3422, -1.8208], [-1.1902, 2.1415, -1.8993], [-1.6498, 2.9467, -0.9511], [0.7169, 1.3110, -0.5739], [3.0867, -1.5581, -2.6713], [0.9412, -1.3943, -3.5696], [0.0817, -1.2375, -2.1410], [1.6369, 1.2613, -2.9892], [0.1943, 0.7378, -3.9443], [-1.5426, 2.1767, -2.9397], [-2.5647, 3.3477, -1.0247], [-1.3295, 2.9393, 0.0004], [0.4847, 0.5339, 0.1204], [1.6982, 1.1519, -0.7852], [0.6530, 2.1963, -0.0654], [-1.8958, -0.7629, 2.4340], [-2.5488, 0.1355, 3.3858], [-1.9893, 0.1925, 2.5853], [2.0120, -0.1835, 1.5666], [1.0063, 0.0723, 2.6956], [1.3684, 0.4778, 1.8570], [0.6455, -3.7951, -2.5429], [1.0903, -3.9218, -1.1210], [0.6520, -3.2992, -1.7158], [-2.2515, -3.4948, 2.0440], [-3.1671, -2.3546, 1.8696], [-2.4268, -2.6288, 2.4414], [-0.1229, -1.2920, 3.9022], [1.3990, -1.8884, 3.7908], [0.8217, -1.1420, 3.9551], [-1.0997, 1.7949, 2.0656], [-0.3782, 3.1666, 2.5957], [-0.9976, 2.7532, 1.9902]],
  "forces_ev_per_a": [[-0.102, 0.003, -0.571], [0.988, -0.773, 0.599], [-4.852, 0.144, -0.472], [1.348, -0.940, 0.160], [-0.572, 0.639, -0.055], [2.361, -1.578, -1.431], [-1.088, 0.836, 0.524], [-1.133, -0.432, 0.472], [-0.088, 0.221, 0.496], [0.746, 0.355, -0.226], [2.549, 0.983, -0.171], [-0.421, 0.009, -0.551], [-0.030, 0.392, 0.649], [-0.575, 0.256, 0.749], [-0.141, 0.101, -0.291], [0.249, -0.197, 0.467], [0.343, 1.210, -0.630], [0.283, -0.156, 0.022], [-0.068, -0.147, 0.261], [0.305, 0.036, -0.500], [0.258, 0.731, -0.426], [-0.442, -0.857, 0.886], [0.086, 0.179, 0.023], [0.529, 0.345, -0.707], [-0.384, -0.583, 0.496], [-0.165, 0.070, -0.123], [-0.089, 0.120, 0.136], [0.339, -0.822, 0.149], [0.384, 0.037, 0.411], [0.119, 0.170, 0.470], [-0.561, -0.184, -0.924], [0.059, -0.883, -0.024], [-0.625, -0.516, 0.025], [0.370, 1.250, 0.224], [0.273, 0.022, 0.886], [0.053, -0.660, 0.203], [-0.304, 0.618, -1.205]],
  "mulliken_charge": [-0.549, 0.045, -0.419, -1.122, 0.141, -0.237, -0.339, -0.119, 0.348, 0.504, 0.250, 0.358, 0.405, 0.351, 0.255, 0.082, 0.311, 0.400, 0.374, 0.326, 0.313, -0.664, 0.231, 0.431, -0.613, 0.326, 0.302, -0.617, 0.311, 0.329, -0.674, 0.341, 0.323, -0.714, 0.373, 0.324, -0.686]
}